This record from OMol25 describes C30H25BrLiN4O3 as an isolated structure. The level of theory is ωB97M-V/def2-TZVPD.

The geometry in XYZ format:
```
64
Properties=species:S:1:pos:R:3:nbo_charge:R:1
C -0.265 -3.046 -1.085 -0.846
O -0.661 1.700 1.890 -0.674
H 0.642 0.394 -2.383 0.224
Br 1.086 -3.826 3.472 0.023
H 4.899 2.324 -3.529 0.204
H -0.288 2.863 -3.161 0.212
C 2.808 -2.143 -3.036 -0.154
C 3.491 -3.184 -1.002 -0.216
H -4.063 3.053 -0.698 0.169
H -1.070 -2.037 4.336 0.229
C 3.020 1.050 -1.066 0.164
H -2.432 3.169 -1.819 0.409
O -1.961 0.454 3.771 -0.480
C -0.687 2.141 -2.471 -0.113
N -1.101 0.398 -1.133 -0.572
H 2.134 -1.881 1.516 0.241
C 1.081 -2.908 -1.454 -0.012
C -0.530 -1.486 3.581 -0.301
H 2.267 4.361 -0.807 0.213
C 2.168 -3.348 -0.633 -0.332
C -0.920 -0.216 3.216 0.276
C -2.919 -0.319 4.465 -0.252
C 1.643 0.617 0.595 0.423
H -6.494 0.870 2.024 0.193
N 1.569 1.924 0.450 -0.538
H 3.043 -1.679 -3.990 0.187
C 0.569 -2.072 2.953 -0.079
N 2.504 0.035 -0.286 -0.559
H -0.018 2.110 1.262 0.519
H -2.541 -0.638 5.442 0.161
C -0.243 0.925 -2.070 -0.092
H 0.709 -1.948 -3.359 0.198
C 2.729 3.453 -1.173 -0.207
H 1.936 -3.859 0.296 0.204
H -6.082 2.914 0.645 0.196
C 3.919 1.052 -2.127 -0.238
H 2.612 -0.963 -0.452 0.465
C -0.212 0.488 2.217 0.389
C -4.668 -0.061 1.454 -0.312
C -2.077 1.275 -0.960 0.371
C -4.213 2.164 -0.092 -0.172
N -1.851 2.354 -1.763 -0.529
C 2.427 2.226 -0.588 0.091
H -3.207 -1.194 3.877 0.194
H -1.022 -2.934 -1.856 0.196
C -3.255 1.146 -0.102 -0.171
C 1.486 -2.288 -2.681 -0.321
H 4.267 -3.551 -0.337 0.198
H -4.839 -0.955 2.043 0.201
H 4.357 0.131 -2.484 0.232
C 1.281 -1.415 1.987 -0.235
C -5.587 0.957 1.435 -0.195
Li -1.055 -1.250 -0.095 0.862
H -3.785 0.323 4.600 0.200
C 3.848 -2.574 -2.206 -0.407
C -3.445 -0.018 0.717 0.410
H 3.874 4.401 -2.707 0.203
H 4.886 -2.464 -2.494 0.197
O -2.609 -0.980 0.809 -0.837
C 0.889 -0.120 1.610 -0.209
C -5.367 2.102 0.662 -0.321
C 3.620 3.463 -2.228 -0.242
C 4.207 2.278 -2.698 -0.233
H -0.508 -3.759 -0.300 0.198
```

Computed properties:
Multiplicity ... 1
Charge ... -1
Orbital gap ... 5.738 eV
Energy above the lowest of the compared OMol25 structures with the same formula, charge and spin ... 28.9 kJ/mol
Energy ... -113870.806 eV

---

This record from OMol25 describes C30H25ClLaN4O3SSeTe as an isolated structure. The level of theory is ωB97M-V/def2-TZVPD.

The geometry in XYZ format:
```
67
Properties=species:S:1:pos:R:3:nbo_charge:R:1
C 0.313 -0.386 5.251 -0.250
H 3.528 -3.425 -4.440 0.390
H 0.839 -1.364 -5.777 0.229
H 0.184 -3.266 -1.139 0.269
H 1.046 -3.414 -3.415 0.227
C 0.439 -0.632 -5.082 -0.250
Cl 2.076 1.919 -2.420 0.017
H -3.238 -3.547 -2.571 0.252
O -0.058 -0.711 1.216 -1.123
H 2.839 2.495 0.844 0.241
C 1.572 -2.806 -2.666 -0.259
H 0.617 -1.050 4.435 0.252
O 1.979 -1.718 2.090 -0.947
H -1.562 -1.570 -2.854 0.226
H -2.327 1.199 -4.350 0.228
C -0.885 3.120 1.771 -0.217
C -0.147 2.202 2.539 -0.264
H -0.537 3.437 -2.458 0.236
C 1.252 1.991 2.285 -0.229
C -3.161 -2.721 -1.844 -0.254
C -0.901 -0.235 -5.143 -0.185
H 4.566 -2.299 -3.713 0.384
C 1.828 2.638 1.152 -0.325
C -1.353 0.782 -4.333 -0.203
H 1.622 4.106 -0.272 0.241
C -2.272 -1.578 -2.005 0.162
H -0.881 4.536 0.170 0.249
H -1.880 3.327 2.104 0.241
H -1.550 -0.682 -5.831 0.224
C 1.090 3.612 0.486 -0.228
C -2.963 -0.531 -0.051 0.260
C 0.991 -2.595 -1.430 -0.187
H 2.341 -0.284 -4.360 0.237
Se -4.357 0.227 1.721 1.060
H -4.388 -3.652 -0.443 0.246
La -0.230 1.029 -0.560 2.009
N 3.634 -2.469 -4.102 -0.808
H -1.200 -1.495 6.399 0.226
C 0.871 1.025 -3.431 -0.141
H -0.628 1.678 3.380 0.262
N -4.679 -1.439 1.223 -0.555
H -0.290 2.403 7.876 0.221
C -3.800 -1.657 0.236 0.128
Te 2.501 1.029 3.672 0.675
C 3.366 -1.257 -2.098 -0.253
C -0.456 1.478 -3.481 -0.082
C 1.595 -1.724 -0.530 -0.374
C -0.572 -0.573 6.310 -0.205
S 0.929 -1.819 1.138 2.433
H 3.170 -0.308 -0.167 0.236
C -3.814 -2.783 -0.656 -0.131
C 0.941 0.859 5.152 -0.255
C 2.775 -2.184 -2.989 0.193
H -2.096 2.643 -2.700 0.233
C -0.209 1.655 7.140 -0.201
O 0.148 -3.037 1.099 -0.979
C -1.028 2.454 -2.583 -0.993
H 1.255 2.808 6.195 0.232
N -3.017 0.599 0.622 -0.656
C 2.748 -0.984 -0.873 -0.208
N -2.201 -0.619 -1.185 -0.570
H 4.237 -0.696 -2.481 0.227
C -0.275 3.816 0.707 -0.256
C 1.328 -0.002 -4.246 -0.142
H -1.573 0.227 8.086 0.229
C 0.730 1.822 6.108 -0.248
C -0.824 0.394 7.271 -0.194
```

Computed properties:
Multiplicity ... 1
Charge ... +1
Orbital gap ... 5.943 eV
Energy above the lowest of the compared OMol25 structures with the same formula, charge and spin ... 0.0 kJ/mol
Energy ... -140469.049 eV

---

This record from OMol25 describes C30H25FeN5O4S3 as an isolated structure. The level of theory is ωB97M-V/def2-TZVPD.

The geometry in XYZ format:
```
68
Properties=species:S:1:pos:R:3:nbo_charge:R:1
C -2.552 -3.860 1.747 -0.160
C 0.133 -4.529 -4.472 -0.296
C 0.364 -3.029 -2.591 -0.131
C -3.448 -3.724 0.636 -0.019
C -2.487 -1.493 0.253 0.010
H -4.338 -5.667 0.861 0.205
N -1.717 0.547 -0.216 -0.258
C -3.429 -2.524 -0.097 -0.048
N 0.601 -0.625 -2.643 -0.451
O -0.010 -2.169 -4.788 -0.640
C -1.680 -2.887 2.083 -0.260
H 1.682 4.477 -3.862 0.222
C -0.045 3.267 -4.418 -0.554
H -0.170 -2.500 -5.678 0.473
C 2.318 -0.918 1.840 -0.023
C 0.168 -3.233 -3.962 0.336
O -0.002 2.108 0.825 -0.518
H 1.686 -0.692 2.686 0.239
C 0.654 1.572 -2.565 -0.063
C -4.343 -4.749 0.285 -0.197
S 1.172 3.127 -1.957 0.281
H 0.565 3.341 2.387 0.187
H -0.024 -4.670 -5.536 0.201
S 3.913 -1.969 0.208 0.486
H 1.365 3.669 0.821 0.190
C -3.167 2.453 -0.898 -0.204
H -3.885 1.784 -1.351 0.238
H -0.999 -2.994 2.918 0.216
C -1.314 4.121 0.370 -0.281
H -2.588 -4.780 2.321 0.207
H -5.870 -3.268 -2.335 0.208
C 0.500 -4.151 -1.772 -0.153
C -5.193 -3.395 -1.500 -0.202
C -5.209 -4.592 -0.769 -0.238
H 0.256 -6.620 -4.061 0.211
C 3.173 -1.963 1.752 -0.457
H 0.180 3.569 -5.440 0.233
Fe 0.149 0.070 0.100 0.973
C -1.551 -1.675 1.311 0.424
H -0.612 4.775 0.866 0.223
C -1.095 2.757 0.299 0.289
H -1.111 3.411 -4.248 0.219
N 2.248 -0.122 0.717 -0.521
H 1.789 2.209 1.740 0.220
C 0.987 2.893 1.486 -0.245
C -3.372 3.826 -0.863 -0.232
S 0.331 1.496 -4.289 0.337
C 3.033 -0.589 -0.220 -0.108
H 3.382 -2.718 2.491 0.250
H -4.259 4.249 -1.315 0.217
H -5.896 -5.383 -1.038 0.210
H -4.296 -1.476 -1.765 0.220
H 0.159 4.957 -3.097 0.231
H 0.580 -6.286 -1.616 0.212
N 0.669 0.525 -1.828 -0.378
C 0.287 -5.623 -3.641 -0.180
C 0.757 4.107 -3.424 -0.528
H 3.100 -0.144 -1.202 0.245
O -0.665 -0.824 1.675 -0.702
O 0.278 -1.698 -0.650 -0.729
C -2.025 1.920 -0.326 0.125
N -2.697 -0.253 -0.275 -0.122
H -2.626 5.717 -0.179 0.215
C -4.318 -2.385 -1.180 -0.195
H 0.616 -3.977 -0.711 0.236
C 0.406 -1.699 -1.924 0.569
C 0.470 -5.438 -2.278 -0.260
C -2.455 4.649 -0.225 -0.204
```

Computed properties:
Multiplicity ... 1
Orbital gap ... 6.677 eV
Energy above the lowest of the compared OMol25 structures with the same formula, charge and spin ... 0.0 kJ/mol
Energy ... -114048.766 eV